The following is a DFT calculation (the ωB97M-V functional and the def2-TZVPD basis) of a structure of composition C24H35NOP2RuSi in a non-equilibrium geometry.

Computed properties:
* max |F|: 6.412 eV/A
* E_HOMO (alpha / beta): -12.92 / -14.91 eV
* LUMO (alpha / beta): -7.83 / -9.56 eV
* relative energy (zero: lowest compared OMol25 entry of this formula, charge and spin): 0.0 kcal per mole
* multiplicity: 5
* gap between HOMO and LUMO (alpha / beta): 0.1872 / 0.1965 hartree
* charge: +2

XYZ file:
```
65
Properties=species:S:1:pos:R:3:forces:R:3:mulliken_spin:R:1
Ru -0.104758 -0.002879 0.887515 0.0 -1.5 -2.2 2.30
P 0.297915 -1.853709 -0.422816 0.8 -1.9 -0.3 0.09
P -1.732290 0.651603 -0.578517 -2.2 1.2 -1.0 -0.01
Si 2.655225 1.436670 2.182881 1.0 0.6 1.4 -0.02
O -1.349702 -0.465769 3.582827 1.3 0.6 -3.4 0.22
N 0.292804 -0.097153 -4.034141 -0.4 0.3 3.0 0.37
C 1.534097 2.422049 3.331385 0.0 -0.2 -0.4 0.03
C -0.895396 -0.290628 2.512480 -2.4 -1.0 5.9 0.02
C -1.138170 -2.940580 -0.109059 0.0 0.0 -0.1 0.04
C 3.108478 -2.130083 -2.927198 0.0 0.6 0.2 -0.02
C 2.628747 0.512600 -3.791060 -0.2 -0.8 0.3 0.02
C 0.938516 2.232476 -4.073995 -0.5 0.1 0.2 0.01
C 0.650943 -2.370429 -2.221442 0.4 0.4 -0.4 0.05
C -0.039556 1.196842 -3.849844 0.1 0.2 -0.3 0.00
C 0.481569 3.570877 -4.212274 0.2 -0.4 -0.1 0.12
C 3.023211 -0.236017 2.953886 -0.3 -0.1 -0.3 0.03
C -1.340392 1.573130 -3.374533 -0.2 -0.9 -0.4 0.10
C 1.541887 -0.426597 -3.629108 0.8 0.1 0.0 -0.01
C 4.179730 -1.271250 -3.246634 0.1 -0.3 0.0 0.04
C -2.122561 0.608158 -2.494820 0.6 0.2 -0.2 0.07
C -2.148325 2.377168 -0.195413 -0.2 0.2 -0.2 0.05
C 3.951108 0.057325 -3.562307 -0.2 0.3 -0.2 0.08
C 1.702485 1.299038 0.545172 0.5 0.6 -0.5 0.08
C 2.282330 1.838902 -4.081054 -0.1 0.0 -0.4 0.08
C 4.323101 2.357940 2.052526 -0.4 -0.1 -0.5 0.01
C 1.604848 -2.638577 0.559389 0.2 -0.4 -0.3 0.08
C -1.795549 2.831392 -3.768582 0.4 0.4 0.2 -0.01
C 1.798289 -1.650771 -2.930551 -0.8 -0.3 -0.5 0.06
C -0.882358 3.831390 -4.180553 -0.4 0.0 0.0 0.04
C -3.253890 -0.206772 -0.024658 -0.1 -0.1 -0.1 0.04
H -3.152241 2.640753 -0.549087 0.2 0.0 0.1 0.01
H -3.388714 -1.162258 -0.542417 0.0 0.2 0.1 0.00
H 1.403177 -2.439327 1.621789 0.1 -0.2 -0.3 -0.01
H 3.537623 -0.902038 2.246129 -0.1 0.1 0.3 0.00
H 5.026809 1.841837 1.382885 -0.1 0.1 0.1 0.00
H -0.291746 -2.185720 -2.763297 0.3 -0.1 0.1 0.01
H -1.420251 3.044633 -0.666095 0.0 0.0 0.2 0.00
H 0.510661 1.435985 0.599624 1.6 2.4 -0.5 -0.03
H 4.754805 0.783502 -3.668885 0.0 -0.3 -0.1 0.00
H 1.224324 4.350732 -4.379527 -0.3 -0.1 -0.1 0.00
H 3.660766 -0.112406 3.842412 -0.2 0.0 -0.3 0.00
H -3.201646 0.792773 -2.611825 0.3 -0.1 0.3 0.01
H 1.897025 2.207171 -0.050718 -0.2 -0.1 0.2 -0.01
H -1.842556 -2.890457 -0.948240 0.1 -0.1 0.2 0.00
H -1.639403 -2.616100 0.810909 0.0 -0.3 -0.2 -0.01
H -4.128714 0.427076 -0.208633 0.1 -0.2 0.0 0.01
H -1.895226 -0.425376 -2.792332 -0.1 0.2 -0.1 0.00
H 3.289699 -3.172365 -2.655091 0.1 0.4 0.2 0.00
H 2.075805 -0.701100 3.267704 0.3 -0.1 0.0 -0.01
H 2.573272 -2.202958 0.288495 -0.1 -0.1 0.2 0.00
H 1.603218 -3.715806 0.359132 0.2 0.1 0.2 0.01
H -2.098711 2.493569 0.892975 0.0 0.1 -0.2 -0.01
H 0.856852 -3.453138 -2.191121 -0.2 0.3 0.1 0.01
H 1.976989 0.466044 -0.111489 0.3 0.0 0.0 0.05
H 3.055979 2.566701 -4.282945 0.1 0.1 0.2 0.00
H 5.196930 -1.662462 -3.215520 -0.3 0.2 0.1 0.00
H -2.869031 3.042728 -3.733477 0.4 0.1 0.3 0.00
H -0.767791 -3.966397 0.006222 -0.2 0.1 0.0 0.01
H 0.659515 1.805499 3.596571 0.2 0.3 0.1 -0.01
H 1.189550 3.338862 2.829690 0.0 -0.2 0.3 0.00
H 4.812679 2.428697 3.036049 -0.3 -0.1 -0.2 0.00
H 4.197478 3.386251 1.684868 0.0 -0.2 0.0 0.00
H 2.067483 2.699565 4.251266 -0.2 -0.1 -0.2 0.00
H -1.262114 4.825032 -4.439565 0.2 -0.4 0.2 0.00
H -3.152333 -0.391847 1.050546 -0.2 0.0 -0.3 -0.01
```
Forces are in eV/Å.

The following is a DFT calculation (the ωB97M-V functional and the def2-TZVPD basis) of a structure of composition C24H36CaClO16 in a non-equilibrium geometry.

Computed properties:
* max |F|: 7.613 eV/A
* E_HOMO: -10.59 eV
* LUMO: -8.19 eV
* relative energy (zero: lowest compared OMol25 entry of this formula, charge and spin): 90.2 kcal per mole
* gap between HOMO and LUMO: 0.0881 hartree
* charge: +1

XYZ file:
```
78
Properties=species:S:1:pos:R:3:forces:R:3:lowdin_charge:R:1
Ca 0.315207 -6.758932 2.467727 -0.1 1.7 -0.3 1.85
Cl 1.521543 -2.016900 0.147966 0.8 -0.8 0.2 0.49
O 1.498302 -3.381990 0.544900 -2.1 -5.2 -0.4 -0.43
O -1.246800 -6.673509 -5.818354 1.0 1.4 -0.3 0.08
O -0.434918 -4.948218 -6.927224 -0.9 1.7 -4.7 0.06
O -0.312635 3.349987 -4.125558 0.0 2.6 1.2 0.01
O -4.536798 -2.982297 2.263289 0.7 -0.7 1.8 0.08
O 0.302601 -1.421231 -0.162368 -2.8 -0.1 -2.1 -0.32
O 3.066136 5.147183 0.320370 1.6 -2.5 -0.4 0.09
O -2.659906 5.683020 2.170879 1.1 2.2 -0.8 0.02
O -1.430792 5.590018 0.224210 -1.9 0.9 1.1 0.12
O 0.485676 -3.428379 5.122085 -0.4 -1.7 -1.5 0.08
O 1.024676 -3.280722 7.253078 0.2 0.1 0.8 0.03
O 1.942976 -1.446389 1.298258 2.7 4.5 5.5 -0.33
O 4.086142 3.522537 -0.921162 0.1 0.8 0.1 0.02
O 2.500912 -1.964526 -0.842108 1.1 0.8 -2.9 -0.30
O -2.998584 -4.362914 1.607447 0.1 -0.5 -0.2 0.04
O 0.712674 5.397606 -4.487012 -0.5 -2.1 0.2 0.12
C 5.782372 2.770108 0.607311 -0.1 -0.7 0.0 -0.19
C 0.458903 -2.811420 6.135272 0.6 1.8 0.1 -0.50
C -4.915506 -1.705341 0.274730 -0.7 0.5 1.0 -0.13
C 0.673182 4.199027 -4.644036 -0.5 0.8 -0.7 -0.41
C -0.056622 -1.373520 6.276362 0.6 -0.6 0.8 -0.05
C 3.841348 4.200957 0.213607 0.1 2.3 1.3 -0.43
C 0.482356 -3.820642 -6.899063 0.2 -1.7 2.3 -0.08
C -4.171677 -2.953863 -0.049259 -0.2 -0.7 0.7 -0.07
C 5.076105 2.505873 -0.682326 -0.8 -0.6 -0.8 -0.17
C 4.805481 3.634496 1.349566 -0.7 0.9 -0.7 -0.07
C -2.476898 3.389953 2.696051 -1.6 1.1 -1.9 -0.10
C 0.231002 -5.092512 -4.772882 0.7 0.9 -0.1 -0.07
C 1.229392 1.959973 -5.025444 2.2 -1.3 -0.9 -0.18
C -0.533168 -5.674137 -5.888427 -1.1 -3.4 1.8 -0.57
C 0.658333 -3.728006 -5.395445 0.6 0.6 2.3 -0.15
C -2.294931 3.593802 1.157656 0.0 0.7 0.4 -0.10
C 0.408103 -1.049163 7.700665 -1.3 1.2 0.7 -0.15
C -5.226147 -1.915033 1.801765 -3.0 2.9 -1.5 -0.18
C 1.141311 -2.259609 8.279271 0.0 0.7 -0.3 -0.12
C -2.170290 5.105583 1.054853 3.5 -1.4 -0.9 -0.47
C 1.623727 3.357509 -5.509277 -0.5 0.6 1.0 -0.06
C -3.815312 -3.506288 1.334165 3.0 -1.3 -1.5 -0.51
C -3.241172 4.764861 3.021155 -1.3 -2.6 0.1 -0.17
C -0.202238 2.040218 -4.568446 1.1 -0.1 -1.3 -0.20
H 1.426662 -4.209524 -7.280055 -0.2 0.5 -0.7 0.13
H -0.517178 -5.123297 -3.980800 0.4 0.7 0.4 0.12
H -5.815269 -1.634555 -0.336432 0.0 0.3 0.2 0.12
H -1.507569 3.389787 3.194544 -0.2 -0.3 0.0 0.11
H 2.165275 -1.945708 8.481910 0.3 -0.7 -0.5 0.12
H -3.111689 3.372860 0.470499 -0.7 -0.6 0.6 0.12
H -4.328552 -0.790751 0.190589 0.1 -0.2 -0.3 0.12
H -1.128259 -1.363454 6.077421 -0.1 -0.1 0.4 0.13
H 5.972387 1.784739 1.032807 0.3 0.2 0.4 0.12
H 1.929423 1.617101 -4.263538 -0.3 0.5 0.7 0.11
H -0.829039 1.976467 -5.457913 -0.5 -0.6 0.1 0.13
H 4.433053 1.632453 -0.574054 0.6 -0.6 -0.4 0.13
H -1.451525 3.064818 0.713879 0.2 0.5 0.2 0.12
H 1.015679 -0.144628 7.728243 0.2 -0.2 -0.1 0.12
H -5.006041 -0.976816 2.311047 0.3 -0.3 0.4 0.13
H -4.293115 4.794556 2.737209 -0.4 -1.0 -0.2 0.12
H 0.772389 -2.602686 9.245864 -0.4 -0.3 -0.4 0.12
H 1.410011 1.133480 -5.712764 -0.4 0.2 -0.7 0.11
H 6.709557 3.323611 0.458791 0.0 -0.2 0.0 0.12
H 2.598332 3.779275 -5.263595 0.3 -0.7 0.2 0.12
H -0.451466 -0.804837 8.324802 -0.1 -0.1 0.1 0.11
H 4.108970 3.167109 2.045633 0.5 -0.1 0.3 0.12
H -3.341275 5.055866 4.066812 1.2 0.3 0.0 0.12
H -6.278727 -2.133602 1.981805 -0.2 0.2 -0.1 0.13
H 5.462294 4.390320 1.780198 -1.1 0.5 0.5 0.12
H -0.398489 1.275839 -3.816582 -0.4 0.4 0.1 0.13
H 1.703156 -3.539827 -5.148387 -0.1 0.2 0.1 0.11
H 0.347556 -0.659504 5.558784 0.4 -0.6 -0.2 0.13
H 0.073118 -2.959892 -4.889857 0.0 0.3 -0.5 0.11
H 1.518944 3.620926 -6.561765 -0.6 -0.3 -0.1 0.12
H -3.037531 2.455183 2.696105 -0.1 0.1 1.3 0.09
H -3.421723 -2.826894 -0.830001 0.2 -0.5 0.5 0.14
H -4.901167 -3.723779 -0.300648 0.0 -0.1 -0.8 0.14
H 5.784286 2.464615 -1.509901 -0.5 -0.2 -0.2 0.13
H 1.119775 -5.627218 -4.437785 -0.3 -0.5 -0.2 0.12
H 0.123683 -2.889202 -7.337111 -0.3 -0.6 -0.4 0.13
```
Forces are in eV/Å.

Q: max |F| of number 1 (C24H35NOP2RuSi)?
A: 6.412 eV/A